Computed, not measured: a structure of composition C32H44BrN3P2PbS in a non-equilibrium geometry, with ωB97M-V with the def2-TZVPD basis set.

Geometry as XYZ:
```
84
Properties=species:S:1:pos:R:3:forces:R:3
C -0.3698 -0.4673 -4.3007 0.183 0.248 0.077
C 0.0905 0.6112 -3.5071 -1.195 -0.087 -0.105
C -0.5661 1.8566 -3.6538 0.204 -0.233 -0.106
C -1.5556 1.9905 -4.6326 0.263 -0.459 0.385
N -1.9462 0.9625 -5.3877 -0.086 0.136 -0.428
C -1.3648 -0.2310 -5.2548 0.219 0.277 0.587
C 1.1384 0.4403 -2.5447 2.754 -0.103 1.432
C 2.0858 0.3026 -1.7431 -1.987 0.731 -3.104
C 3.4438 0.3245 -1.2648 0.620 -0.152 0.653
C 3.8416 0.0346 0.0584 0.010 0.206 -0.331
C 5.1801 0.1691 0.4324 -0.162 -0.046 -0.249
C 6.1330 0.5259 -0.5272 -0.128 0.107 -0.244
C 5.7686 0.7828 -1.8580 -0.504 -0.233 0.611
C 4.4246 0.6858 -2.2078 0.015 0.039 0.053
Pb 0.1907 -0.3896 0.0719 0.355 -0.791 -0.257
P -2.5241 -0.6113 -0.3806 -0.959 0.131 -0.001
H -0.3083 2.7056 -3.0206 0.121 -0.185 -0.242
H 0.0345 -1.4715 -4.1758 0.100 0.309 -0.099
H -2.0428 2.9591 -4.7974 0.106 -0.464 0.043
H -1.6984 -1.0348 -5.9216 0.040 0.359 0.298
H 4.0968 0.8922 -3.2249 0.194 -0.012 0.183
H 3.1132 -0.3051 0.8032 0.216 0.155 -0.222
H 6.5113 1.0562 -2.5961 -0.021 -0.025 0.077
H 5.4847 -0.0057 1.4632 -0.041 -0.044 -0.294
C -3.4715 -1.0942 1.1166 0.074 -0.051 0.337
C -4.9512 -0.7307 1.2343 -0.352 -0.016 0.069
H -2.9416 -0.6419 1.9747 -0.119 -0.194 -0.269
H -3.3475 -2.1844 1.2110 0.085 0.243 0.023
H -5.3060 -1.0645 2.2199 0.035 0.098 -0.290
H -5.1281 0.3510 1.1820 0.099 -0.231 -0.066
H -5.5747 -1.2249 0.4795 0.213 0.145 0.132
C -3.1864 0.9798 -1.0121 0.215 0.297 -0.004
C -4.3846 0.9582 -1.9577 -0.352 0.055 -0.222
H -2.3520 1.4816 -1.5344 -0.165 -0.163 0.205
H -3.4119 1.5944 -0.1266 0.094 -0.147 -0.145
H -4.6431 1.9951 -2.2148 0.029 -0.284 0.065
H -4.1666 0.4478 -2.9054 0.016 0.050 0.280
H -5.2751 0.4987 -1.5116 0.244 0.090 -0.065
C -2.8035 -1.8927 -1.6622 0.431 -0.282 -0.044
C -4.1630 -2.5895 -1.7131 -0.336 -0.088 -0.098
H -2.0307 -2.6657 -1.4947 -0.149 0.299 -0.088
H -2.5718 -1.4266 -2.6319 0.011 -0.055 0.238
H -4.1353 -3.3343 -2.5207 -0.054 0.194 0.237
H -4.3935 -3.1288 -0.7849 0.089 0.176 -0.203
H -4.9885 -1.9002 -1.9302 0.239 -0.142 0.078
Br 7.9524 0.6694 -0.0335 -0.293 -0.020 -0.025
P 0.4004 1.7948 1.7233 -0.182 0.409 0.512
C -1.2279 2.5381 2.1224 -0.313 -0.058 0.065
C -1.3348 3.3749 3.3949 -0.167 0.317 0.229
H -1.9545 1.7060 2.1827 0.276 0.254 -0.063
H -1.5268 3.1364 1.2467 0.113 -0.191 0.141
H -2.3764 3.7031 3.5096 0.257 -0.050 0.026
H -1.0779 2.8023 4.2946 0.004 0.102 -0.223
H -0.7138 4.2788 3.3652 -0.093 -0.283 -0.022
C 1.2772 1.3511 3.2733 0.147 -0.236 0.077
C 2.0874 2.4354 3.9834 0.139 0.215 0.281
H 1.9659 0.5250 3.0156 -0.337 0.194 0.042
H 0.5226 0.9254 3.9549 0.186 0.077 -0.203
H 2.5562 1.9873 4.8706 -0.103 0.168 -0.224
H 2.9004 2.8253 3.3556 -0.276 -0.087 0.111
H 1.4711 3.2755 4.3294 0.143 -0.228 -0.163
C 1.3952 3.0415 0.8221 0.146 -0.067 -0.375
C 1.2074 4.5157 1.1816 0.060 0.321 0.091
H 1.1658 2.9077 -0.2512 0.125 -0.041 0.335
H 2.4503 2.7526 0.9489 -0.251 -0.041 -0.086
H 1.8556 5.1125 0.5262 -0.179 -0.120 0.174
H 0.1792 4.8608 1.0173 0.199 -0.122 0.063
H 1.4933 4.7467 2.2151 -0.100 -0.133 -0.232
N -0.4247 -1.8753 3.3743 -0.137 0.157 0.266
C 0.3307 -2.7028 2.6263 0.553 -0.095 -1.278
N 0.6869 -2.4132 1.3779 -0.841 0.097 1.360
C 1.4140 -3.4423 0.7661 -0.129 0.204 0.244
C 1.8797 -3.4178 -0.5564 0.025 -0.268 0.474
C 2.6081 -4.5092 -1.0207 -0.091 -0.157 0.374
C 2.8506 -5.6075 -0.1734 -0.245 0.186 0.453
C 2.3642 -5.6161 1.1539 0.308 -0.257 -0.475
C 1.6423 -4.5264 1.6220 0.087 0.136 -0.359
S 0.9015 -4.2339 3.2211 0.277 -0.003 -0.858
H -0.6848 -2.1313 4.3211 0.030 0.213 -0.401
H -0.7977 -1.0207 2.9638 0.182 -0.555 0.365
H 1.6746 -2.5561 -1.1891 0.120 -0.201 0.028
H 2.9857 -4.5073 -2.0441 -0.091 -0.066 0.331
H 3.4240 -6.4602 -0.5554 -0.301 0.372 0.294
H 2.5418 -6.4576 1.8165 0.088 0.002 -0.232
```
Positions in Å, forces in eV/Å.

The energy above the lowest of the compared OMol25 structures with the same formula, charge and spin is 0.0 kcal/mol. Its LUMO energy is -5.699 eV. The total charge is +2. The value obtained for the HOMO-LUMO gap is 7.3 eV.

These are the Mulliken partial charges, in e, on atoms 1 to 8: -0.256 0.972 -0.223 -0.521 -0.527 -0.479 -0.283 -1.116